Record 1
A 10-piece molecular cluster, C24H68O10 overall, computed with ωB97M-V/def2-TZVPD.

Last column: Mulliken charge in e.
Element x y z (Å)
1 C -4.70299 1.97903 -2.08518  -1.170
2 C -4.66642 0.80336 -3.04228  0.495
3 C -3.60589 -0.20607 -2.63233  -0.051
4 O -5.96071 0.18581 -2.97389  -0.576
5 H -3.71607 2.45469 -2.08258  0.214
6 H -4.88014 1.70952 -1.04358  0.282
7 H -5.42884 2.73730 -2.37411  0.360
8 H -4.46796 1.11925 -4.07197  0.239
9 H -2.59275 0.20565 -2.70267  -0.408
10 H -3.51999 -1.10403 -3.25717  0.424
11 H -3.72513 -0.60598 -1.62376  -0.093
12 H -6.01697 -0.46505 -3.68216  0.319
13 C 0.34734 0.55066 -3.99085  -0.230
14 C -0.21212 1.81654 -4.62400  0.028
15 C -0.83410 2.74616 -3.59391  -0.674
16 O 0.83627 2.51670 -5.30655  -0.604
17 H 0.82635 -0.03948 -4.77520  0.435
18 H -0.42496 -0.07102 -3.53653  0.110
19 H 1.11255 0.84603 -3.27171  -0.254
20 H -0.95125 1.62468 -5.40663  0.360
21 H -0.17114 2.90458 -2.73628  0.235
22 H -1.78647 2.35615 -3.22367  -0.244
23 H -1.06313 3.73208 -4.00327  0.462
24 H 1.34312 3.02420 -4.66275  0.357
25 C 3.17479 1.36017 3.50593  -0.683
26 C 2.74181 0.10686 4.24819  0.443
27 C 1.59164 0.30204 5.20619  -1.255
28 O 2.43461 -0.92200 3.28461  -0.420
29 H 3.74979 2.07736 4.08301  0.462
30 H 2.28423 1.85236 3.09839  0.040
31 H 3.74871 1.05430 2.63207  -0.114
32 H 3.62606 -0.23184 4.80900  0.297
33 H 0.66827 0.57844 4.69072  0.130
34 H 1.83757 1.10694 5.90561  0.383
35 H 1.34974 -0.56550 5.82585  0.419
36 H 2.24436 -1.71056 3.80588  0.230
37 C 3.62992 0.16834 -1.34473  -0.511
38 C 4.64734 0.73643 -0.36455  0.442
39 C 5.09879 -0.27432 0.70669  -1.222
40 O 5.77330 1.24778 -1.07954  -0.585
41 H 3.26343 0.98741 -1.96167  0.271
42 H 2.82899 -0.23468 -0.72875  -0.368
43 H 4.09598 -0.59630 -1.96570  0.516
44 H 4.19144 1.55084 0.21684  0.185
45 H 5.74372 0.19974 1.45302  0.444
46 H 5.69053 -1.07121 0.25124  0.280
47 H 4.23640 -0.65726 1.25397  0.135
48 H 6.22512 1.84675 -0.47620  0.377
49 C -3.70118 -1.51716 1.17975  -0.433
50 C -3.89261 -2.32544 2.44585  -0.602
51 O -3.59940 -3.70598 2.17834  -0.535
52 H -3.88714 -0.46779 1.40886  0.218
53 H -4.42288 -1.85078 0.43307  0.381
54 H -2.68890 -1.63278 0.79865  -0.086
55 H -4.92252 -2.19947 2.79160  0.414
56 H -3.16624 -2.02126 3.20928  0.283
57 H -3.93924 -4.22729 2.91031  0.298
58 C -1.38381 3.45913 0.22444  -0.653
59 C -0.08534 3.25158 0.98478  0.310
60 O 0.97104 2.81561 0.15710  -0.586
61 H -1.35454 4.36168 -0.39190  0.450
62 H -2.21107 3.57957 0.92811  0.286
63 H -1.62886 2.63749 -0.44866  -0.210
64 H -0.24679 2.49337 1.75912  -0.205
65 H 0.19329 4.17089 1.50337  0.427
66 H 1.21792 1.89409 0.34289  0.022
67 C 2.89460 -3.27710 0.48818  0.299
68 C 3.83948 -4.39321 0.10707  -0.660
69 O 3.45513 -5.63598 0.68352  -0.543
70 H 1.84347 -3.56865 0.36251  0.294
71 H 2.94509 -2.38925 -0.14558  -0.309
72 H 2.95268 -2.95409 1.52891  -0.034
73 H 4.84344 -4.15410 0.45453  0.294
74 H 3.86703 -4.48496 -0.98320  0.301
75 H 2.66034 -5.93057 0.22934  0.319
76 C 1.31256 -3.20574 -3.58205  -0.680
77 C -0.10218 -3.60698 -3.18780  -0.258
78 O -0.23376 -3.33957 -1.80104  -0.348
79 H 2.04168 -3.76965 -3.00352  0.147
80 H 1.46260 -2.13072 -3.49888  -0.061
81 H 1.46884 -3.44491 -4.63758  0.428
82 H -0.27852 -4.64281 -3.48898  0.357
83 H -0.82918 -3.00003 -3.73717  0.255
84 H -1.09131 -3.63874 -1.48008  0.204
85 C -0.74710 -0.06648 -0.34327  0.119
86 C 0.30168 -0.79942 0.44654  0.082
87 O 1.21557 0.15037 1.01347  0.942
88 H -0.36612 0.67659 -1.04540  0.054
89 H -1.36654 0.51256 0.35034  -0.683
90 H -1.44055 -0.69696 -0.89617  0.248
91 H 0.85657 -1.50861 -0.17536  -0.399
92 H -0.12763 -1.40487 1.25410  0.405
93 H 1.60808 -0.30245 1.78302  -0.429
94 C -2.59455 1.50957 3.59005  -0.136
95 C -3.06924 2.86114 4.09147  -0.560
96 O -2.05579 3.82732 3.72694  -0.488
97 H -1.85270 1.08083 4.25934  0.148
98 H -2.21429 1.59651 2.57561  -0.275
99 H -3.44924 0.82891 3.57050  0.321
100 H -3.17636 2.93288 5.17975  0.331
101 H -4.02702 3.21018 3.69305  0.353
102 H -2.41362 4.71068 3.84980  0.274

Properties
E_LUMO   0.0136 Eh
HOMO-LUMO gap   9.9 eV
Energy above the lowest of the compared OMol25 structures with the same formula, charge and spin   58.8 kcal/mol
SMILES   CC(C)O.CC(C)O.CC(C)O.CC(C)O.CCO.CCO.CCO.CCO.CCO.CCO

Record 2
A 10-piece molecular cluster, C24H68O10 overall, computed with ωB97M-V/def2-TZVPD.

Last column: Mulliken charge in e.
Element x y z (Å)
1 O -1.46066 -0.96101 4.11459  -0.584
2 H -2.09488 -1.67639 4.01144  0.285
3 H -1.99096 -0.19627 4.35901  0.284
4 O 1.32643 -2.21807 3.84166  -0.567
5 H 0.60426 -1.64487 4.12655  0.257
6 H 0.95859 -3.10564 3.88238  0.292
7 C 4.49563 0.15254 -3.04189  -1.310
8 C 4.38398 0.66549 -1.61793  0.650
9 C 2.96022 0.55420 -1.08256  -0.672
10 O 5.27638 -0.08021 -0.80444  -0.574
11 H 4.51200 -0.93713 -3.07482  0.062
12 H 5.44041 0.48640 -3.48156  0.410
13 H 3.70940 0.48299 -3.72308  0.342
14 H 4.70181 1.71422 -1.58995  0.268
15 H 2.19232 0.87080 -1.78352  0.572
16 H 2.87677 1.15161 -0.16215  0.263
17 H 2.79952 -0.43478 -0.65649  -0.382
18 H 4.84388 -0.34944 0.01906  0.344
19 C 1.33160 4.16800 0.77159  -1.191
20 C 0.92247 4.17922 2.23541  1.035
21 C 1.60932 5.28864 3.01650  -1.505
22 O -0.47341 4.41811 2.34904  -0.575
23 H 1.23783 5.18460 0.37875  0.365
24 H 0.66738 3.52860 0.19119  0.193
25 H 2.36983 3.85971 0.63283  0.304
26 H 1.16889 3.22365 2.71691  -0.012
27 H 1.04953 6.22027 2.94552  0.342
28 H 2.63286 5.45752 2.67290  0.355
29 H 1.69156 5.03890 4.07696  0.378
30 H -0.95422 3.65827 1.99655  0.315
31 C 4.77092 -1.75549 3.72377  -1.443
32 C 5.11954 -1.52390 2.26535  0.494
33 C 5.39086 -2.83054 1.53492  -0.997
34 O 4.02715 -0.84980 1.58427  -0.399
35 H 4.71565 -0.77975 4.22452  0.381
36 H 5.59082 -2.26798 4.22336  0.408
37 H 3.79304 -2.22156 3.83795  0.335
38 H 5.98557 -0.86167 2.21147  0.267
39 H 6.32084 -3.33283 1.80263  0.430
40 H 5.44486 -2.65199 0.45705  0.039
41 H 4.56720 -3.52536 1.71997  0.261
42 H 3.28765 -0.89211 2.19886  0.125
43 C -3.25659 -4.78235 0.19261  -1.429
44 C -1.83544 -5.07496 0.64003  0.576
45 C -0.81945 -4.45565 -0.28849  -0.648
46 O -1.64637 -4.55143 1.97799  -0.518
47 H -3.45300 -5.13067 -0.82155  0.381
48 H -3.44703 -3.70963 0.26584  0.334
49 H -3.97661 -5.31271 0.82316  0.396
50 H -1.65486 -6.14643 0.73031  0.213
51 H 0.19701 -4.63288 0.05640  0.282
52 H -0.97674 -3.39759 -0.49965  -0.228
53 H -0.90960 -4.95972 -1.25871  0.391
54 H -2.41921 -4.03666 2.22268  0.283
55 C 0.23479 -0.09276 1.21257  -0.786
56 C -0.67495 0.91046 0.50606  0.645
57 C -1.85921 0.17404 -0.12178  -0.707
58 O -1.16718 1.83436 1.48985  -0.239
59 H 0.55186 -0.85674 0.49693  -0.075
60 H -0.32068 -0.59816 2.00277  0.577
61 H 1.14113 0.37513 1.59785  0.043
62 H -0.07479 1.43435 -0.23428  0.145
63 H -1.58114 -0.83550 -0.42988  0.134
64 H -2.27733 0.69541 -0.98245  -0.102
65 H -2.64433 0.06147 0.62885  0.267
66 H -1.46603 1.30828 2.23774  0.173
67 C -5.44450 2.74954 0.49898  -1.096
68 C -4.71772 3.81660 1.27640  0.926
69 C -5.44889 5.13611 1.24139  -1.416
70 O -4.61667 3.33800 2.62100  -0.594
71 H -4.96425 1.77166 0.61364  0.227
72 H -5.38235 2.93851 -0.57618  0.149
73 H -6.49161 2.58658 0.75672  0.376
74 H -3.71734 3.92346 0.84270  0.014
75 H -4.86801 5.89407 1.77189  0.394
76 H -6.43325 5.04186 1.69869  0.345
77 H -5.58816 5.46746 0.21034  0.354
78 H -4.18519 4.00843 3.16012  0.342
79 C -4.39136 1.95917 -3.24902  -1.170
80 C -4.71140 1.61329 -4.68551  0.384
81 C -6.18846 1.66001 -4.97499  -1.230
82 O -4.08087 2.70362 -5.44442  -0.564
83 H -4.96813 1.28260 -2.60466  0.373
84 H -4.67175 2.98569 -3.03089  0.348
85 H -3.35447 1.75097 -2.99073  0.205
86 H -4.17765 0.71635 -4.99984  0.304
87 H -6.37369 1.53014 -6.04134  0.344
88 H -6.59864 2.63443 -4.69961  0.315
89 H -6.75754 0.94872 -4.37002  0.334
90 H -4.08207 2.46233 -6.37445  0.306
91 C 2.41674 -3.06604 -1.50823  -0.247
92 C 3.01453 -3.37576 -2.86419  0.387
93 C 4.47314 -3.81541 -2.75296  -1.334
94 O 2.20393 -4.44009 -3.43023  -0.562
95 H 2.45811 -3.97366 -0.90443  0.287
96 H 1.43667 -2.59648 -1.51800  0.254
97 H 3.10668 -2.36224 -1.03537  -0.330
98 H 2.91019 -2.53203 -3.54930  0.397
99 H 4.54634 -4.90310 -2.77347  0.484
100 H 4.94357 -3.44837 -1.84345  0.093
101 H 5.02230 -3.47057 -3.63242  0.319
102 H 2.21468 -4.36245 -4.38759  0.329

Properties
E_LUMO   -0.0033 Eh
HOMO-LUMO gap   9.5 eV
Energy above the lowest of the compared OMol25 structures with the same formula, charge and spin   34.2 kcal/mol
SMILES   CC(C)O.CC(C)O.CC(C)O.CC(C)O.CC(C)O.CC(C)O.CC(C)O.CC(C)O.O.O

Question: What is the E_LUMO in the second record?
Answer: -0.0033 Eh

Question: Number 1 is which compound?
Answer: C24H68O10

Question: Number 1 is which compound?
Answer: C24H68O10

Question: Which of these has the highest E_LUMO?
Answer: number 1